1:
# CH3N3O3

A single CH3N3O3 molecule (ωB97M-V/def2-TZVPD, OMol25).

Atoms and positions in Å:
1 C -0.74457 0.36264 0.45994
2 N -1.84233 1.06531 0.07698
3 O -0.56834 -0.77667 -0.45645
4 O 2.87929 -0.60330 -0.43114
5 N 0.74518 -1.18730 -0.43715
6 N 1.54239 -0.23185 -0.34031
7 O -0.20639 0.53604 1.53437
8 H 2.86438 -1.57399 -0.45338
9 H -2.29767 1.63149 0.77850
10 H -2.37194 0.77764 -0.73134

The HOMO energy is -10.5 eV. The structure (SMILES) is NC(=O)O/N=N/O. The multiplicity is 1.



2:
# CH3N3O3

A single CH3N3O3 molecule (ωB97M-V/def2-TZVPD, OMol25).

Atoms and positions in Å:
1 C 1.00923 -1.10669 0.86769
2 N -1.24972 0.57267 -1.39127
3 N -0.66423 0.47622 0.75985
4 N -0.35827 0.92139 -0.56656
5 O 0.73433 -1.44619 -0.22243
6 O 0.84776 1.65397 -0.77461
7 O 0.37560 -0.14276 1.47550
8 H 1.78492 -1.49714 1.56627
9 H -0.92067 0.74650 -2.34279
10 H -1.55896 -0.17798 0.62834

The HOMO energy is -10.4 eV. The structure (SMILES) is [H]/N=[N+](\[O-])NOC=O. The multiplicity is 1.



Least stable structure: 2



1:
# C6H9P

A single C6H9P molecule (ωB97M-V/def2-TZVPD, OMol25).

Atoms and positions in Å:
1 C 1.32230 1.73682 0.18775
2 C 0.01812 1.82166 0.49902
3 C 1.59179 0.37261 -0.16018
4 C -0.66162 0.47084 0.39973
5 C 0.51948 -0.38374 -0.08516
6 C 0.40181 -1.86655 -0.27582
7 P -2.32603 0.35807 -0.61259
8 H 1.92970 2.76322 0.19442
9 H -0.52902 2.74641 0.84422
10 H 2.54335 -0.19667 -0.25695
11 H -1.09910 0.13722 1.38140
12 H -0.23696 -2.12968 -1.14840
13 H 0.11668 -2.35513 0.59994
14 H 1.42723 -2.32327 -0.60058
15 H -3.03525 -0.39437 0.41902
16 H -1.98247 -0.75745 -1.38582

The HOMO energy is -8.4 eV. The structure (SMILES) is CC1=CC=C[C@H]1P. The multiplicity is 1.



2:
# C6H9P

A single C6H9P molecule (ωB97M-V/def2-TZVPD, OMol25).

Atoms and positions in Å:
1 C 2.02378 -0.59801 -1.64983
2 C -1.22699 1.81187 1.43917
3 C 0.83938 -0.05068 -1.68047
4 C -1.16166 0.51369 1.56221
5 C -0.25994 -0.40991 -0.67379
6 C 0.13657 -0.28475 0.76439
7 P -0.06616 -2.01071 0.24888
8 H 2.61178 -0.17188 -2.41500
9 H 2.27954 -1.48430 -1.00024
10 H -1.73125 2.47149 2.02890
11 H -0.30025 2.28453 1.12704
12 H 0.42346 0.77001 -2.23366
13 H -1.98624 -0.19459 1.58628
14 H -1.29802 -0.18622 -0.85510
15 H 1.11756 -0.07946 1.19982
16 H -1.40158 -2.38108 0.55140

The HOMO energy is -8.9 eV. The structure (SMILES) is C=C[C@H]1P[C@@H]1C=C. The multiplicity is 1.



Least stable structure: 2



1:
# C2HF3N2O

2 unconnected molecules or ions with the total composition C2HF3N2O (ωB97M-V/def2-TZVPD, OMol25).

Atoms and positions in Å:
1 C 2.19205 -1.49514 1.31987
2 C -1.12263 0.53749 -0.80836
3 N 0.64913 0.40370 0.72702
4 N 0.29739 0.52936 -0.45817
5 O 2.97416 -2.06161 0.67339
6 F -1.94827 -0.22895 0.03906
7 F -1.65534 1.74327 -0.80525
8 F -1.21200 0.12856 -2.05395
9 H -0.17447 0.44333 1.36640

The HOMO energy is -10.7 eV. The multiplicity is 1.



2:
# C2HF3N2O

A molecular structure, C2HF3N2O (ωB97M-V/def2-TZVPD, OMol25).

Atoms and positions in Å:
1 C -1.30232 0.02686 0.04879
2 C -0.66569 1.13082 -0.11044
3 N 1.20843 0.12087 0.63330
4 N 0.74260 -1.05090 0.41959
5 O -0.54904 -1.12280 0.50185
6 F -0.64961 2.38934 -0.37309
7 F 2.37708 0.41400 0.03502
8 F 1.14635 -1.58454 -1.04670
9 H -2.30780 -0.32364 -0.10832

The HOMO energy (spin up / spin down) is -9.7 / -9.6 eV. The multiplicity is 1.



Least stable structure: 2



1:
# C5H14O2

2 unconnected molecules or ions with the total composition C5H14O2 (ωB97M-V/def2-TZVPD, OMol25).

Atoms and positions in Å:
1 C -1.71360 -0.92716 -0.95718
2 O -2.96726 -0.57675 -0.34976
3 C -0.57386 -0.83028 0.03398
4 C -0.32682 0.58018 0.58816
5 C 0.46244 0.52807 1.91434
6 C 0.34047 1.46406 -0.45150
7 H -1.78944 -1.94578 -1.32935
8 H -1.52283 -0.28613 -1.81068
9 H -3.39241 0.09552 -0.88408
10 H -0.77950 -1.49988 0.87815
11 H 0.34773 -1.20428 -0.43005
12 H -1.31422 0.97963 0.84343
13 H 0.07031 -0.29370 2.52389
14 H 0.39004 1.49436 2.39729
15 H 1.50371 0.26119 1.73139
16 H 1.25521 1.00984 -0.84034
17 H -0.30312 1.55344 -1.33733
18 H 0.61493 2.45561 -0.09215
19 H 3.70294 -1.44751 -1.20698
20 H 2.94312 -0.22794 -0.69317
21 O 3.05217 -1.18247 -0.52807

The expectation value of S² is 0.750. The HOMO energy (spin up / spin down) is 1.0 / -6.9 eV. As for the total charge: -1. The multiplicity is 2.



2:
# C5H14O2

2 unconnected molecules or ions with the total composition C5H14O2 (ωB97M-V/def2-TZVPD, OMol25).

Atoms and positions in Å:
1 C 2.33166 -0.31899 0.50448
2 O 2.14353 -1.38889 -0.51724
3 C 1.23446 0.70169 0.35911
4 C -0.16127 0.36640 0.90046
5 C -0.59187 -1.06660 0.72011
6 C -1.13981 1.37988 0.29917
7 H 3.30243 0.08310 0.21601
8 H 2.35860 -0.85734 1.43690
9 H 2.44064 -2.18932 -0.09585
10 H 1.16959 0.89810 -0.69308
11 H 1.62273 1.64908 0.75088
12 H -0.12699 0.56952 1.97210
13 H -0.10660 -1.84059 1.32102
14 H -1.65500 -1.22387 0.91720
15 H -0.45159 -1.42021 -0.29752
16 H -1.32958 1.22386 -0.76536
17 H -0.66083 2.34705 0.42529
18 H -2.09909 1.38681 0.80049
19 H -3.25368 0.16575 -2.21591
20 H -2.15068 0.04068 -3.20475
21 O -2.87665 -0.50611 -2.83351

The expectation value of S² is 0.750. The HOMO energy (spin up / spin down) is 1.2 / -6.9 eV. As for the total charge: -1. The multiplicity is 2.



Least stable structure: 2



1:
# C6H10N3O

A gas-phase ion, C6H10N3O (charge +1) (ωB97M-V/def2-TZVPD, OMol25).

Atoms and positions in Å:
1 C 2.64117 -0.62958 0.19622
2 C 2.53060 0.76181 -0.03962
3 C 0.54000 -1.06563 0.75655
4 C -1.21886 -1.41099 -0.76337
5 C -2.30224 0.84967 0.68270
6 C -0.35058 -0.30236 -0.14362
7 N 3.72343 0.04880 -0.11561
8 N 1.76642 -1.38494 0.76451
9 N 2.03758 1.81861 -0.48442
10 O -0.90607 0.79892 0.52578
11 H -0.02667 -1.52479 1.61545
12 H -0.62637 -2.07608 -1.54501
13 H -2.01834 -1.02013 -1.21978
14 H -1.61785 -2.15618 -0.00284
15 H -2.83322 0.83742 -0.33639
16 H -2.47394 1.76560 1.17953
17 H -2.67071 0.04414 1.27945
18 H 0.14925 0.15400 -1.06050
19 H 1.04292 1.84453 -0.55684
20 H 2.61349 2.64718 -0.73222

The HOMO energy is -14.2 eV. As for the total charge: +1. The structure (SMILES) is CO[C@H](C)/C=N\c1nc1=[NH2+]. The multiplicity is 1.



2:
# C6H10N3O

A gas-phase ion, C6H10N3O (charge +1) (ωB97M-V/def2-TZVPD, OMol25).

Atoms and positions in Å:
1 C -0.63136 -1.50418 1.49996
2 C 0.72259 -1.33384 1.50433
3 C -0.18795 -0.25676 -0.36580
4 C -2.55556 -0.85329 0.06174
5 C 1.00798 2.64802 -1.63521
6 C 2.19402 0.07421 0.17202
7 N 0.29555 1.60952 -1.70365
8 N -1.20162 -0.76561 0.50874
9 N 1.07681 -0.53283 0.44003
10 O -0.29186 1.15799 -0.52600
11 H -1.15490 -1.98351 2.20219
12 H 1.44596 -1.86072 2.26326
13 H 0.05557 -0.73857 -1.28385
14 H -3.17800 -0.79034 0.98331
15 H -2.65061 0.16309 -0.56603
16 H -2.79611 -1.72254 -0.59535
17 H 1.19193 3.15597 -0.68004
18 H 1.40248 3.02721 -2.62745
19 H 2.26666 0.79455 -0.50758
20 H 2.98843 -0.28836 0.85537

The HOMO energy (spin up / spin down) is -12.7 / -12.7 eV. As for the total charge: +1. The structure (SMILES) is C=NO[C@@H]1N(C)C=C[N+]1=C. The multiplicity is 1.



3:
# C6H10N3O

A gas-phase ion, C6H10N3O (charge +1) (ωB97M-V/def2-TZVPD, OMol25).

Atoms and positions in Å:
1 C -0.72725 -2.10204 -0.60100
2 C -1.03239 0.75523 2.00775
3 C 1.24311 0.03864 -2.02243
4 C -0.76513 0.31975 0.65952
5 C -0.53804 -0.50591 -0.41306
6 C -0.09200 0.12512 3.15269
7 N -0.42817 1.58271 0.88050
8 N -0.01614 0.10596 -1.65651
9 N 1.69718 0.47697 -3.14271
10 O -0.95500 -2.70642 0.39810
11 H -0.78057 -2.69015 -1.58365
12 H -2.04492 0.89876 2.37113
13 H 1.95222 -0.42107 -1.33717
14 H 0.93796 0.34711 2.90097
15 H -0.46575 -0.90757 3.09948
16 H -0.31704 0.58197 4.17008
17 H -0.74794 2.46520 0.48627
18 H -0.83395 0.50691 -2.24415
19 H 1.15486 0.67053 -3.90725
20 H 2.75898 0.45828 -3.21854

The HOMO energy is -12.8 eV. As for the total charge: +1. The structure (SMILES) is C[C@H]1N/C1=C(/C=O)NC=[NH2+]. The multiplicity is 1.



Least stable structure: 1



1:
# C4H4Cl2

A single C4H4Cl2 molecule (ωB97M-V/def2-TZVPD, OMol25).

Atoms and positions in Å:
1 C -1.12499 1.32165 -0.18875
2 C 0.04890 0.85986 -0.36681
3 C -0.08152 -1.30672 0.89563
4 C 0.45585 -0.62496 -0.30340
5 Cl -2.05360 2.63896 -0.12576
6 Cl 1.32225 1.94351 -0.84890
7 H -0.75773 -2.04929 0.70837
8 H 0.45293 -1.28985 1.79561
9 H 0.19466 -1.00437 -1.32371
10 H 1.54326 -0.48878 -0.24228

The HOMO energy (spin up / spin down) is -8.6 / -8.8 eV. The multiplicity is 1.



2:
# C4H4Cl2

A molecular structure, C4H4Cl2 (ωB97M-V/def2-TZVPD, OMol25).

Atoms and positions in Å:
1 C -1.12061 -0.20090 0.30622
2 C -0.43765 -0.40440 -0.95964
3 C 0.85850 0.05288 -0.48939
4 C 0.17121 0.07782 0.93815
5 Cl -0.88999 -0.61084 -2.56161
6 Cl 0.13644 1.54211 1.94173
7 H -2.10315 -0.26616 0.53082
8 H 1.82986 -0.56714 -0.72895
9 H 1.14794 1.02257 -0.70030
10 H 0.40744 -0.64593 1.72298

The HOMO energy is -9.2 eV. The multiplicity is 1.



Least stable structure: 1